# 1
The ion C5H7BrNS with charge +1, computed with ωB97M-V/def2-TZVPD.

Last column: natural (NBO) charge in e.
Element x y z (Å)
C: -1.0479 -1.5176 -0.2396  -0.23
C: 1.5166 -1.0617 0.5279  -0.42
C: -1.3726 -0.1618 -0.2071  -0.40
C: 2.2838 -0.6962 -0.4978  -0.23
C: -0.6242 0.9082 0.2902  0.24
N: -1.1808 2.1116 0.1372  -0.66
S: 0.2831 -2.3992 0.2925  0.49
Br: 3.6427 0.5428 -0.2312  0.15
H: -1.8375 -2.2597 -0.6711  0.28
H: 1.4190 -0.8275 1.6052  0.25
H: -2.2866 0.2653 -0.6747  0.24
H: 0.2138 1.0015 0.8277  0.22
H: -2.0330 2.2317 -0.4184  0.41
H: 2.0997 -1.0568 -1.4313  0.23
H: -1.0760 2.9194 0.6905  0.43

Computed properties:
Relative energy (zero: lowest compared OMol25 entry of this formula, charge and spin): 124.1 kJ/mol
Net charge: +1
E_LUMO: -0.1966 hartree
HOMO-LUMO gap: 8.007 eV
DFT total energy: -87657.295 eV

# 2
A cluster of 2 separate species, C5H7BrS in total, computed with ωB97M-V/def2-TZVPD.

Last column: natural (NBO) charge in e.
Element x y z (Å)
C: -0.8745 -1.5785 0.3953  -0.50
C: 0.0730 -0.5768 0.4162  0.17
C: -2.0340 -1.6049 -0.2769  0.06
C: 0.8111 1.7887 0.1240  -0.61
C: -0.0283 0.6412 -0.4224  -0.51
S: -3.4478 -1.6655 -0.8832  0.37
Br: 3.0096 -1.4351 -0.2849  -0.71
H: -0.6906 -2.4730 0.9852  0.29
H: 0.8811 -0.6459 1.1243  0.27
H: 0.5026 2.0437 1.1344  0.20
H: 0.7028 2.6703 -0.5022  0.22
H: 1.8584 1.5032 0.1418  0.25
H: 0.3158 0.3998 -1.4340  0.27
H: -1.0791 0.9328 -0.5175  0.22

Computed properties:
Relative energy (zero: lowest compared OMol25 entry of this formula, charge and spin): 159.0 kJ/mol
Net charge: 0
E_LUMO (spin up / spin down): -0.0941 / -0.0857 hartree
HOMO-LUMO gap (spin up / spin down): 5.121 / 5.731 eV
DFT total energy: -86173.454 eV

# 3
The molecule C5H7Cl, computed with ωB97M-V/def2-TZVPD.

Last column: natural (NBO) charge in e.
Element x y z (Å)
C: -0.8484 0.6505 -0.0665  0.09
C: -0.9834 1.8793 -0.5320  -0.42
C: -1.0807 -0.6796 0.2465  -0.48
C: 0.3895 -0.7659 -0.3183  -0.08
C: 1.5372 -0.6209 0.6113  -0.66
Cl: 0.6512 -1.2487 -1.9725  -0.01
H: -0.2104 2.4805 -1.0438  0.22
H: -1.8784 2.3444 -0.3639  0.20
H: -1.2031 -1.1021 1.1834  0.23
H: -1.8261 -1.0535 -0.3275  0.24
H: 2.5200 -1.1030 0.2234  0.24
H: 1.3884 -1.1966 1.5091  0.21
H: 1.5442 0.4157 0.8508  0.23

Computed properties:
SMILES: C=C1C[C@@]1(C)Cl
Relative energy (zero: lowest compared OMol25 entry of this formula, charge and spin): 349.4 kJ/mol
Net charge: 0
E_LUMO: 0.0336 hartree
HOMO-LUMO gap: 8.751 eV
DFT total energy: -17816.858 eV

# 4
A cluster of 2 separate species, C5H7Cl2FO in total, computed with ωB97M-V/def2-TZVPD.

Last column: natural (NBO) charge in e.
Element x y z (Å)
C: -1.5171 0.5496 1.0739  0.16
C: 0.6322 -1.1454 -0.0085  0.33
C: -1.5948 -0.6640 0.5458  0.16
C: 0.6089 -0.3368 -1.2183  -0.68
C: 1.7903 -1.6630 0.4846  -0.48
O: -0.5181 -1.4811 0.6239  -0.48
F: -0.4971 0.8778 1.9392  -0.32
Cl: -2.8874 -1.1828 -0.4417  0.04
Cl: -0.5210 3.8070 0.1134  -0.29
H: -2.2408 1.3158 0.9222  0.19
H: -0.2261 -0.6357 -1.7949  0.22
H: 1.5438 -0.2977 -1.7381  0.24
H: 0.3677 0.6235 -0.8482  0.23
H: 0.4004 3.9706 -0.8820  0.29
H: 2.6982 -1.6714 -0.1951  0.19
H: 1.9610 -2.0664 1.4238  0.21

Computed properties:
SMILES: C=C(C)O/C(Cl)=C\F.Cl
Relative energy (zero: lowest compared OMol25 entry of this formula, charge and spin): 116.3 kJ/mol
Net charge: 0
E_LUMO: 0.0145 hartree
HOMO-LUMO gap: 9.241 eV
DFT total energy: -35105.968 eV

# 5
A cluster of 2 separate species, C5H7ClN2O in total, computed with ωB97M-V/def2-TZVPD.

Last column: natural (NBO) charge in e.
Element x y z (Å)
C: -0.4173 -2.5468 -0.8728  -0.10
C: 0.4927 -1.9313 -0.0844  -0.14
C: -0.2902 -0.5765 -1.6535  0.14
C: -0.7267 1.6898 0.7800  -0.69
C: 0.6770 1.7766 1.1413  0.03
N: -0.9196 -1.7031 -1.8222  -0.46
N: 0.6191 -0.5952 -0.5829  -0.05
O: 1.4201 0.3377 -0.1668  -0.44
Cl: 1.2228 1.2178 2.5493  0.13
H: -0.8778 -3.5037 -0.7371  0.21
H: 1.1783 -2.1864 0.6764  0.22
H: -0.5275 0.3930 -2.1852  0.19
H: -0.7381 2.0461 -0.2089  0.24
H: -1.3877 2.3387 1.3658  0.25
H: -0.9934 0.5969 0.7927  0.26
H: 1.2684 2.6463 1.0082  0.21

Computed properties:
Relative energy (zero: lowest compared OMol25 entry of this formula, charge and spin): 392.9 kJ/mol
Net charge: 0
E_LUMO (spin up / spin down): -0.0233 / -0.0232 hartree
HOMO-LUMO gap (spin up / spin down): 7.797 / 7.800 eV
DFT total energy: -22844.230 eV

# 6
A cluster of 2 separate species, C5H7ClO in total, computed with ωB97M-V/def2-TZVPD.

Last column: natural (NBO) charge in e.
Element x y z (Å)
C: -1.2474 -0.4239 0.6264  -0.24
C: -0.7246 -0.6051 -0.7209  -0.26
C: -0.8675 0.7472 1.1191  -0.16
C: -0.0272 1.4452 0.0811  -0.53
C: -0.0433 0.5210 -1.0519  0.04
O: 2.2354 -1.6871 -0.1140  -0.92
Cl: 0.6480 0.8633 -2.6483  0.00
H: -1.8700 -1.1309 1.1820  0.22
H: -0.9620 -1.3981 -1.2446  0.21
H: -1.0980 1.2757 1.9865  0.21
H: 1.5135 -2.0107 -0.5633  0.46
H: -0.4357 2.3905 -0.0364  0.26
H: 0.8667 1.8629 0.5845  0.27
H: 2.0122 -1.8502 0.7997  0.46

Computed properties:
SMILES: ClC1=CC=CC1.O
Relative energy (zero: lowest compared OMol25 entry of this formula, charge and spin): 125.6 kJ/mol
Net charge: 0
E_LUMO: 0.0283 hartree
HOMO-LUMO gap: 9.407 eV
DFT total energy: -19866.651 eV

# 7
The molecule C5H7ClO2, computed with ωB97M-V/def2-TZVPD.

Last column: natural (NBO) charge in e.
Element x y z (Å)
C: -2.2969 0.5166 1.0796  -0.21
C: -0.1894 -0.6267 1.4350  0.77
C: 0.1896 -0.0917 0.0183  -0.32
C: 1.4085 -0.4197 -0.4803  -0.13
C: 1.8716 0.0516 -1.8333  -0.43
H: -1.9900 1.4166 1.0368  0.18
H: -2.5766 0.0030 0.3592  0.17
H: -3.2515 0.7201 1.6882  0.20
H: -0.6352 0.6131 -0.4933  0.20
H: 1.9791 -0.8326 0.1355  0.20
H: 1.1773 1.0078 -2.3317  0.23
H: 2.9239 0.4720 -1.5871  0.23
O: -1.3421 -0.2684 1.9287  -0.49
O: 0.5967 -1.2648 2.0129  -0.57
Cl: 2.1350 -1.2970 -2.9683  -0.03

Computed properties:
SMILES: COC(=O)/C=C/CCl
Relative energy (zero: lowest compared OMol25 entry of this formula, charge and spin): 335.7 kJ/mol
Net charge: 0
E_LUMO: 0.0145 hartree
HOMO-LUMO gap: 10.611 eV
DFT total energy: -21912.242 eV

# 8
The molecule C5H7ClS2, computed with ωB97M-V/def2-TZVPD.

Last column: natural (NBO) charge in e.
Element x y z (Å)
C: -0.7011 1.5634 0.9475  -0.62
C: -0.6162 1.1833 -0.5449  -0.54
C: -0.7327 -1.5595 -0.1858  -0.34
C: 0.6747 -1.3970 0.2168  -0.32
C: 1.5901 -1.0503 -0.6689  -0.19
H: -1.7258 1.6860 1.3335  0.22
H: -0.1623 2.4957 1.1359  0.22
H: -0.1868 0.8211 1.5449  0.21
H: -1.0786 1.9536 -1.1495  0.23
H: 0.4137 1.0931 -0.9127  0.22
H: 0.9767 -1.7220 1.2474  0.26
H: 1.3712 -0.7437 -1.7358  0.23
S: -1.5100 -0.3054 -1.0617  0.37
S: -1.5738 -2.9412 0.1029  0.03
Cl: 3.2610 -1.0772 -0.2695  0.02

Computed properties:
SMILES: CCSC(=S)/C=C/Cl
Relative energy (zero: lowest compared OMol25 entry of this formula, charge and spin): 72.7 kJ/mol
Net charge: 0
E_LUMO: -0.0241 hartree
HOMO-LUMO gap: 7.987 eV
DFT total energy: -39490.330 eV

# 9
A structure of composition C5H7ClSi, computed with ωB97M-V/def2-TZVPD.

Last column: natural (NBO) charge in e.
Element x y z (Å)
C: 2.0445 -2.4099 -0.3331  -0.19
C: 1.4245 -1.4327 -0.0495  -0.51
C: -1.3621 -0.5398 0.4217  -0.63
C: -2.2340 0.4952 0.2430  -0.15
C: 0.6799 1.4770 -0.6334  -1.16
Si: 0.4825 0.0278 0.5210  1.34
Cl: -3.9821 0.2832 -0.0610  -0.04
H: 2.6765 -3.3174 -0.1950  0.25
H: -1.3525 -1.5561 0.1865  0.24
H: -1.9216 1.5197 0.2159  0.21
H: 1.7775 1.7298 -0.7509  0.26
H: 0.1767 1.1835 -1.6397  0.27
H: 0.3824 2.4703 -0.1693  0.26
H: 1.2078 0.0693 2.2440  -0.15

Computed properties:
Relative energy (zero: lowest compared OMol25 entry of this formula, charge and spin): 94.0 kJ/mol
Net charge: 0
E_LUMO: 0.0180 hartree
HOMO-LUMO gap: 10.244 eV
DFT total energy: -25694.884 eV

# 10
A structure of composition C5H7CsMgO3, computed with ωB97M-V/def2-TZVPD.

Last column: natural (NBO) charge in e.
Element x y z (Å)
C: -4.2215 1.9875 0.7596  -0.26
C: -4.7225 1.5760 -0.2768  -0.25
H: -3.7898 2.7561 1.3846  0.25
H: -5.5108 1.4569 -1.0043  0.26
H: -1.4415 0.6808 -0.4968  0.59
O: -0.8943 -0.9201 1.1704  -0.62
Mg: 1.2333 1.3029 -1.5677  1.62
O: -0.4015 0.4502 -0.5382  -0.85
C: -0.0652 -0.3820 0.4387  0.99
O: 1.1766 -0.7528 0.4774  -0.51
C: 2.2675 -0.0080 -0.2574  -0.46
C: 3.2231 -1.0452 -0.8069  -0.67
H: 2.7585 0.5229 0.5711  0.22
H: 3.6380 -1.7032 -0.0260  0.23
H: 4.0813 -0.5134 -1.2448  0.24
H: 2.7838 -1.6488 -1.6131  0.22
Cs: -0.1151 -3.7598 3.0300  1.00

Computed properties:
Net charge: +2
E_LUMO: -0.3195 hartree
HOMO-LUMO gap: 6.741 eV
DFT total energy: -17416.083 eV

# 11
A cluster of 2 separate species, C5H7F in total, computed with ωB97M-V/def2-TZVPD.

Last column: natural (NBO) charge in e.
Element x y z (Å)
C: -1.3608 0.4647 1.4003  -0.49
C: -1.5094 -0.0345 0.2183  -0.03
C: 0.9783 -1.9651 -1.4469  0.13
C: 0.4056 -0.9079 -0.7835  -0.04
C: 1.2183 0.3260 -0.5582  -0.70
F: 2.2346 -1.8853 -1.9380  -0.34
H: -0.4352 0.4282 1.9491  0.23
H: -2.1755 0.9655 1.9126  0.23
H: -2.2796 -0.1567 -0.5071  0.20
H: 0.5103 -2.9111 -1.6695  0.17
H: 2.2747 0.1578 -0.7895  0.22
H: 1.1531 0.6446 0.4831  0.21
H: 0.8562 1.1494 -1.1776  0.22

Computed properties:
Relative energy (zero: lowest compared OMol25 entry of this formula, charge and spin): 438.3 kJ/mol
Net charge: 0
E_LUMO (spin up / spin down): 0.0076 / 0.0075 hartree
HOMO-LUMO gap (spin up / spin down): 9.256 / 9.255 eV
DFT total energy: -8010.669 eV

# 12
The molecule C5H7F, computed with ωB97M-V/def2-TZVPD.

Last column: natural (NBO) charge in e.
Element x y z (Å)
C: -0.2553 -1.9166 1.8623  -0.25
C: 0.0668 -0.9715 1.1847  -0.01
C: 1.0266 0.1617 -0.8223  -0.62
C: -1.6292 0.7665 0.3414  0.10
C: 0.1761 0.2168 0.3824  -0.33
F: -1.8638 1.1646 1.5686  -0.34
H: -0.2093 -2.6274 2.5732  0.22
H: 0.8887 -0.6204 -1.6168  0.23
H: 0.9959 1.0823 -1.3723  0.22
H: 2.2015 0.1632 -0.5641  0.22
H: -1.7104 1.5872 -0.4811  0.16
H: -2.2660 -0.1495 0.1233  0.17
H: 0.4833 1.0936 1.0333  0.24

Computed properties:
SMILES: C#C[C@@H](C)CF
Relative energy (zero: lowest compared OMol25 entry of this formula, charge and spin): 290.3 kJ/mol
Net charge: 0
E_LUMO: 0.0374 hartree
HOMO-LUMO gap: 10.304 eV
DFT total energy: -8012.202 eV

# 13
The molecule C5H7F3O2S, computed with ωB97M-V/def2-TZVPD.

Last column: natural (NBO) charge in e.
Element x y z (Å)
C: 0.4783 -1.6853 0.5221  -0.11
C: 1.4128 -0.5577 0.4063  -0.29
C: 2.1761 1.4906 -0.8355  -0.65
C: 1.3984 0.2973 -0.6318  -0.09
C: -2.9407 0.1635 -0.1551  0.77
O: -1.3399 0.1276 2.1064  -0.91
O: -0.7929 -1.2388 0.0748  -0.70
F: -2.7393 0.1536 -1.4637  -0.31
F: -3.7283 -0.7797 0.2529  -0.29
F: -3.5601 1.3497 0.1361  -0.34
S: -1.2205 0.2823 0.6682  1.45
H: 0.5663 -1.9538 1.6390  0.19
H: 0.5894 -2.6583 0.0698  0.22
H: 1.9791 -0.3528 1.2680  0.21
H: 2.6226 1.5821 0.1181  0.21
H: 2.8767 1.3842 -1.6142  0.23
H: 1.5383 2.2881 -1.0743  0.22
H: 0.6836 0.1073 -1.4872  0.19

Computed properties:
Relative energy (zero: lowest compared OMol25 entry of this formula, charge and spin): 111.1 kJ/mol
Net charge: 0
E_LUMO: 0.0303 hartree
HOMO-LUMO gap: 10.407 eV
DFT total energy: -28378.645 eV

# 14
The ion C5H7FIN5 with charge +2, computed with ωB97M-V/def2-TZVPD.

Last column: natural (NBO) charge in e.
Element x y z (Å)
C: 1.9161 0.5777 -0.5744  0.18
C: 0.0936 0.6296 0.9146  0.58
C: -1.2847 0.7861 -1.0743  0.93
C: 1.0261 -0.3350 0.1322  -0.40
C: 0.2282 -1.1902 -0.7853  0.11
N: 2.5337 1.3751 -1.1179  -0.13
N: -0.9390 1.1241 0.1810  -0.60
N: -0.8114 -0.3158 -1.5484  -0.52
N: -0.4170 -2.2738 -0.0235  -0.81
N: 0.3300 0.9313 2.1331  -0.74
F: -2.3420 1.4423 -1.5351  -0.20
I: -0.4307 2.3597 3.4949  0.76
H: 1.6282 -0.8591 0.9708  0.33
H: 0.8951 -1.4979 -1.6625  0.29
H: -1.3526 1.9705 0.5130  0.46
H: -0.8643 -0.3750 -2.5766  0.48
H: -0.9879 -1.9163 0.7344  0.40
H: -0.5333 -3.0981 -0.5990  0.44
H: 1.3117 0.6648 2.4232  0.44

Computed properties:
Net charge: +2
E_LUMO (spin up / spin down): -0.3407 / -0.4333 hartree
Spin multiplicity: 3
HOMO-LUMO gap (spin up / spin down): 6.836 / 6.385 eV
DFT total energy: -23545.086 eV

# 15
The molecule C5H7FN2, computed with ωB97M-V/def2-TZVPD.

Last column: natural (NBO) charge in e.
Element x y z (Å)
C: 2.5171 -0.4473 0.0961  -0.64
C: 1.1602 0.0683 -0.0189  0.04
C: -0.5573 1.5617 0.0468  -0.13
C: -1.1255 0.3052 0.0111  0.02
C: -0.0794 -0.5745 0.0115  0.28
H: 2.4165 -1.5824 -0.1726  0.23
H: 3.2880 -0.0089 -0.5568  0.23
H: 2.8893 -0.3682 1.1493  0.22
H: 1.4108 2.2097 0.2723  0.39
H: -0.8557 2.6474 0.1097  0.21
H: -2.4220 -1.0958 0.0765  0.38
H: -3.3588 0.3158 -0.4106  0.39
N: 0.7956 1.3758 -0.2291  -0.49
N: -2.4024 -0.0846 0.1614  -0.81
F: -0.4013 -1.8485 -0.0971  -0.32

Computed properties:
SMILES: Cc1[nH]cc(N)c1F
Relative energy (zero: lowest compared OMol25 entry of this formula, charge and spin): 215.9 kJ/mol
Net charge: 0
E_LUMO: 0.0369 hartree
HOMO-LUMO gap: 8.378 eV
DFT total energy: -10994.070 eV

# 16
The molecule C5H7FO, computed with ωB97M-V/def2-TZVPD.

Last column: natural (NBO) charge in e.
Element x y z (Å)
C: 0.3866 -0.5471 0.5640  0.27
C: -0.5120 0.6297 0.9683  -0.43
C: -1.3548 0.6864 -0.4435  -0.08
C: 0.6457 -0.0730 -0.8319  0.04
C: 1.5959 -0.9907 -0.1823  -0.40
H: -1.2074 0.4351 1.8013  0.22
H: -0.0070 1.5176 1.2440  0.22
H: -2.2848 0.1564 -0.2626  0.20
H: -1.4398 1.6744 -0.8234  0.18
H: 1.1542 0.8960 -0.9454  0.17
H: 1.6026 -2.0621 -0.2717  0.25
H: 2.5536 -0.6371 0.0045  0.23
O: -0.6063 -0.0450 -1.3802  -0.49
F: -0.5266 -1.6405 0.5590  -0.38

Computed properties:
SMILES: F[C@]12CCO[C@@H]1C2
Relative energy (zero: lowest compared OMol25 entry of this formula, charge and spin): 350.5 kJ/mol
Net charge: 0
E_LUMO: 0.0370 hartree
HOMO-LUMO gap: 10.018 eV
DFT total energy: -10059.111 eV

# 17
A cluster of 2 separate species, C5H7FS2 in total, computed with ωB97M-V/def2-TZVPD.

Last column: natural (NBO) charge in e.
Element x y z (Å)
C: -1.5636 0.5901 0.2617  -0.11
C: -0.8527 -0.3159 0.8604  -0.24
C: -1.4788 -0.6835 -0.4673  -0.34
C: 2.0495 1.1269 0.8892  -0.49
C: 1.8375 0.4365 -0.2286  0.25
F: 1.0115 0.9301 -1.1779  -0.34
S: -2.4994 2.1269 0.2364  0.05
S: -3.0866 -1.6337 -0.3395  -0.10
H: -0.7410 -1.0815 1.5508  0.24
H: -0.8861 -1.0225 -1.3219  0.22
H: 1.6536 2.1535 1.0715  0.22
H: 2.5684 0.6472 1.7008  0.21
H: -1.5652 2.6246 1.2548  0.16
H: 2.2277 -0.4678 -0.4286  0.16
H: -3.4153 -1.0430 0.8428  0.12

Computed properties:
SMILES: SC1=C[C@H]1S.C=CF
Relative energy (zero: lowest compared OMol25 entry of this formula, charge and spin): 414.5 kJ/mol
Net charge: 0
E_LUMO: 0.0199 hartree
HOMO-LUMO gap: 9.054 eV
DFT total energy: -29681.666 eV